C25H24O4S | ωB97M-V with the def2-TZVPD basis set

As for the net charge: 0. Its spin multiplicity is 1.

Cartesian coordinates (Å):
C1 -1.94 -0.74 -1.15
C2 -2.28 -0.03 -2.34
C3 -3.07 1.15 -2.26
C4 -3.42 1.85 -3.41
C5 -2.94 1.43 -4.66
C6 -2.16 0.26 -4.77
C7 -1.85 -0.47 -3.63
C8 -1.36 -2.01 -1.14
C9 -1.36 -2.79 0.00
C10 -0.79 -4.10 0.08
C11 -0.86 -4.82 1.30
C12 -0.22 -6.05 1.44
C13 0.50 -6.60 0.36
C14 0.54 -5.92 -0.87
C15 -0.11 -4.70 -1.03
H1 -2.19 -0.30 -0.18
H2 -3.40 1.47 -1.27
H3 -4.05 2.73 -3.33
H4 -3.18 1.99 -5.56
H5 -1.80 -0.08 -5.73
H6 -1.26 -1.39 -3.71
H7 -0.88 -2.39 -2.06
H8 -1.82 -2.38 0.90
H9 -1.42 -4.37 2.12
H10 -0.28 -6.58 2.38
H11 1.02 -7.54 0.47
H12 1.07 -6.35 -1.73
H13 -0.08 -4.18 -1.99
C16 2.81 -2.08 2.56
C17 1.49 -1.35 2.62
O1 1.64 -0.18 1.78
C18 0.45 0.45 1.49
C19 0.77 1.70 0.86
S1 -0.20 3.10 0.77
C20 0.96 4.47 1.09
C21 1.16 4.98 2.38
C22 1.99 6.09 2.58
C23 2.67 6.66 1.50
C24 2.55 6.09 0.23
C25 1.71 4.99 0.03
O2 -0.60 3.31 -0.60
O3 -1.16 3.15 1.84
O4 -0.65 -0.06 1.73
H14 2.78 -2.95 3.22
H15 3.01 -2.42 1.53
H16 3.63 -1.43 2.87
H17 0.65 -1.97 2.27
H18 1.30 -0.99 3.65
H19 1.76 1.82 0.48
H20 0.69 4.49 3.23
H21 2.10 6.50 3.58
H22 3.31 7.54 1.66
H23 3.10 6.50 -0.62
H24 1.66 4.51 -0.95

Here are the Löwdin charges for atoms 1 to 4, given in e: number 1, C, carries 0.08; number 2, C, carries -0.19; number 3, C, carries 0.02; number 4, C, carries -0.05

=====

C25H25BrF3N5O3 | ωB97M-V with the def2-TZVPD basis set

As for the net charge: 0. As for the SMILES: O=C1OC(=O)C(C(F)(F)F)=C1Br.c1cc[nH]c1.c1cc[nH]c1.c1cc[nH]c1.c1cc[nH]c1.c1cc[nH]c1. Its spin multiplicity is 1.

Cartesian coordinates (Å):
O1 -3.91 9.20 -0.57
C1 -3.07 8.16 -0.45
O2 -2.03 7.64 -1.37
C2 -1.23 6.72 -0.49
O3 -0.07 6.23 -0.99
C3 -1.98 6.45 0.95
C4 -1.48 5.40 2.11
F1 -1.38 4.02 1.58
F2 -2.24 5.47 3.38
F3 -0.06 5.81 2.45
C5 -3.17 7.33 0.98
Br1 -4.59 7.58 2.37
C6 -1.36 0.91 -1.81
C7 -1.59 -0.26 -1.04
C8 -1.49 0.10 0.28
N1 -1.21 1.44 0.34
C9 -1.13 1.94 -0.93
H1 -1.36 0.99 -2.89
H2 -1.80 -1.25 -1.42
H3 -1.60 -0.49 1.19
H4 -1.08 1.97 1.19
H5 -0.91 2.99 -1.10
C10 2.78 -3.43 -1.06
C11 2.15 -3.68 -2.30
C12 1.04 -2.87 -2.37
N2 0.98 -2.14 -1.21
C13 2.03 -2.48 -0.41
H6 3.68 -3.90 -0.68
H7 2.47 -4.38 -3.06
H8 0.30 -2.74 -3.14
H9 0.26 -1.46 -0.99
H10 2.17 -2.00 0.56
C14 1.19 -1.39 4.89
C15 1.44 -1.91 3.60
C16 0.68 -1.19 2.71
N3 -0.02 -0.25 3.42
C17 0.29 -0.36 4.75
H11 1.63 -1.73 5.82
H12 2.10 -2.73 3.35
H13 0.57 -1.26 1.64
H14 -0.66 0.43 3.03
H15 -0.15 0.30 5.48
C18 6.39 -3.72 2.61
C19 6.00 -4.87 3.34
C20 4.71 -5.18 2.95
N4 4.32 -4.26 2.01
C21 5.34 -3.37 1.80
H16 7.34 -3.21 2.67
H17 6.59 -5.41 4.06
H18 4.05 -5.98 3.25
H19 3.42 -4.24 1.56
H20 5.22 -2.56 1.09
C22 -2.96 -1.16 -4.91
C23 -3.59 -1.41 -6.15
C24 -4.70 -0.59 -6.22
N5 -4.76 0.13 -5.06
C25 -3.71 -0.20 -4.26
H21 -2.07 -1.63 -4.53
H22 -3.27 -2.11 -6.91
H23 -5.44 -0.47 -7.00
H24 -5.48 0.81 -4.84
H25 -3.58 0.27 -3.29

Here are the Löwdin charges for atoms 1 to 4, given in e: number 1, O, carries 0.02; number 2, C, carries -0.21; number 3, O, carries 0.06; number 4, C, carries -0.15

=====

For each record above, in turn, the calculated LUMO values are -0.1087; -0.1094 Eh.
For each record above, in turn, the calculated frontier orbital gap values are 3.279; 5.053 eV.